[1]
7
Properties=species:S:1:pos:R:3 method="wB97M-V/def2-TZVPD" multiplicity=1 homo_energy_ha=-0.3333 e_above_lowest_kj_mol=257.9 e_lumo_ev=0.478 smiles=OPOS gap_ev=9.55
O -1.64654 -0.29964 -0.21283
P -0.54261 0.93491 -0.25538
O 0.85732 0.35338 0.44953
S 2.25186 -0.23878 -0.25478
H -2.14554 -0.72452 -1.01006
H -1.19554 1.44825 0.94163
H 2.42104 -1.47360 0.34189


[2]
9
Properties=species:S:1:pos:R:3 method="wB97M-V/def2-TZVPD" multiplicity=3 homo_energy_ha="-0.2443 / -0.3197" s2=2.007 e_lumo_ev="-1.232 / -1.311" gap_ev="5.42 / 7.39"
O -1.60390 0.30110 0.09079
C -0.41578 0.41323 -0.32039
C 0.54765 -0.74144 -0.22274
O 1.84720 -0.29730 -0.19192
H 0.30008 -1.38302 -1.10419
H 0.24846 -1.35392 0.66399
Li 2.77486 -1.62534 0.54443
Pt -1.10875 2.06385 0.13385
H -2.58982 2.62283 0.40617


[3]
84
Properties=species:S:1:pos:R:3 method="wB97M-V/def2-TZVPD" charge=+1 multiplicity=3 homo_energy_ha="-0.4051 / -0.4245" e_above_lowest_kj_mol=31.0 s2=2.037 e_lumo_ev="-3.779 / -4.542" gap_ev="7.24 / 7.01"
W -0.29212 0.16329 1.23174
Cl 2.20772 1.69487 1.67723
C 0.89430 2.69031 2.24938
C -0.37363 2.18279 2.03680
C -1.43339 2.96128 2.51141
Cl -3.06858 2.48459 2.26925
C -1.20222 4.17418 3.16492
Cl -2.51535 5.11629 3.73492
C 0.10132 4.64379 3.34772
Cl 0.38795 6.13510 4.13586
C 1.17631 3.89179 2.88100
Cl 2.79224 4.41847 3.10161
O -2.13975 0.00747 0.93428
N -1.70509 -1.28657 1.45833
N -1.81577 -1.12183 2.85156
O -1.07993 -0.11883 3.23853
C -2.48974 -1.97949 3.68798
C -3.19502 -3.05578 3.13379
C -3.86698 -3.90363 3.98993
C -3.83837 -3.68360 5.36389
C -3.12858 -2.61125 5.89667
C -2.44318 -1.74748 5.06811
H -3.18865 -3.20908 2.06505
H -4.41514 -4.74351 3.58641
H -4.37164 -4.35377 6.02436
H -3.11115 -2.45152 6.96588
H -1.88271 -0.90889 5.45431
F 3.58728 -4.72826 -2.79842
C 2.73077 -4.61314 -1.78649
C 3.04041 -3.92527 -0.68936
N 2.15588 -3.82600 0.37130
C 2.37935 -2.89826 1.45638
C 1.43246 -1.72886 1.35319
O 1.19672 -0.98780 2.34593
O 0.84862 -1.44369 0.26126
C 0.87876 -4.35719 0.31182
O 0.07747 -4.18242 1.20522
N 0.62139 -5.10729 -0.80931
C 1.42805 -5.26570 -1.94105
O 1.07856 -5.91874 -2.88766
H 3.99668 -3.43443 -0.57331
H 3.39953 -2.51448 1.40926
H 2.22817 -3.37117 2.42433
H -0.29258 -5.53780 -0.85144
C 2.15319 4.12225 -0.97065
Si 0.42895 3.60034 -1.46530
C 0.17006 3.94879 -3.28220
C -0.87360 4.54763 -0.53670
As 0.25712 1.21348 -1.13990
Si -1.63542 0.40792 -2.41237
C -1.78275 -1.43306 -2.09402
C -1.37829 0.69145 -4.24295
C -3.12501 1.34550 -1.79373
Si 2.13225 0.20094 -2.21871
C 2.63709 1.29935 -3.64122
C 3.57424 0.07424 -1.03348
C 1.60337 -1.45982 -2.88043
H 2.33250 5.10013 -1.42765
H 2.92632 3.44581 -1.33871
H 2.29302 4.22599 0.10224
H 0.07150 5.03180 -3.39359
H -0.74502 3.50185 -3.66718
H 0.99544 3.61866 -3.90912
H -0.68720 5.60871 -0.72953
H -0.86534 4.40056 0.54057
H -1.87503 4.32551 -0.90709
H -1.42507 -1.99419 -2.95842
H -2.83770 -1.67353 -1.94094
H -1.24609 -1.78576 -1.21187
H -0.38198 0.42171 -4.59581
H -1.56548 1.72042 -4.54463
H -2.09610 0.05590 -4.76901
H -3.54014 0.88518 -0.89739
H -3.89081 1.33756 -2.57354
H -2.90456 2.38501 -1.55079
H 2.98071 2.28291 -3.32051
H 1.83598 1.43708 -4.36761
H 3.46948 0.81308 -4.15851
H 3.98829 1.06379 -0.82872
H 4.36081 -0.51615 -1.51329
H 3.34399 -0.39407 -0.07730
H 0.84046 -1.34119 -3.65168
H 1.20451 -2.11996 -2.11338
H 2.46597 -1.94436 -3.34747


[4]
71
Properties=species:S:1:pos:R:3 method="wB97M-V/def2-TZVPD" charge=+1 multiplicity=1 homo_energy_ha="-0.3841 / -0.3891" e_above_lowest_kj_mol=279.4 e_lumo_ev="-5.306 / -5.200" gap_ev="5.15 / 5.39"
Pt -1.18029 -1.06734 -0.53302
O 3.55353 -2.63307 -2.20477
C 3.25304 -1.83273 -3.24368
C 4.15067 -1.62662 -4.28992
C 3.83339 -0.78196 -5.33591
C 2.60549 -0.12850 -5.36316
C 1.69821 -0.33439 -4.34367
C 2.00177 -1.17691 -3.27106
C 1.02424 -1.35100 -2.21547
O -0.04778 -0.62587 -2.20467
N 1.26399 -2.24409 -1.25820
N 0.36450 -2.34250 -0.34885
C 0.26187 -3.09338 0.75098
C -0.89787 -2.94088 1.52390
C -1.20027 -3.73858 2.65590
C -2.38678 -3.57766 3.31341
C -3.30215 -2.60321 2.87168
C -2.97485 -1.84185 1.77427
N -1.82532 -1.98664 1.12165
H 4.42828 -3.03103 -2.32160
H 5.09956 -2.14880 -4.27684
H 4.53479 -0.64691 -6.14500
H 2.35959 0.52205 -6.18791
H 0.72530 0.13030 -4.35820
H 1.02589 -3.81951 0.98863
H -0.48951 -4.48863 2.95953
H -2.63312 -4.20404 4.15250
H -4.25274 -2.47031 3.35662
H -3.64636 -1.08555 1.38096
C 1.99390 1.40843 5.25943
C 1.13156 0.33014 5.14311
C 0.51387 0.06141 3.93326
C 0.76104 0.88078 2.83761
C 1.63973 1.95774 2.94833
C 2.24387 2.22019 4.16409
P -0.08357 0.57572 1.25285
C 1.15416 1.11280 0.03359
C 0.89023 1.94938 -1.04611
C 1.88689 2.18704 -1.97568
C 3.13426 1.59629 -1.84264
C 3.39943 0.77359 -0.76012
C 2.41305 0.52120 0.17014
C -1.50045 1.70647 1.26328
C -1.65744 2.64387 2.26540
C -2.77040 3.48927 2.27334
C -3.68792 3.42917 1.25708
C -3.56155 2.49092 0.21037
C -4.46596 2.44808 -0.87173
C -4.32351 1.52773 -1.87365
C -3.29135 0.57707 -1.81726
C -2.43608 0.54377 -0.74428
C -2.47930 1.55996 0.24252
H 2.48362 1.60860 6.20061
H 0.94847 -0.30178 5.99777
H -0.15771 -0.78223 3.83852
H 1.83389 2.58859 2.09222
H 2.91638 3.05890 4.25753
H -0.08053 2.41285 -1.15405
H 1.69062 2.82695 -2.82110
H 3.90060 1.77736 -2.58094
H 4.36864 0.31214 -0.64952
H 2.60390 -0.13615 1.01078
H -0.90745 2.74614 3.03621
H -2.88488 4.20320 3.07638
H -4.52920 4.10626 1.24524
H -5.26264 3.17502 -0.91640
H -5.00497 1.50859 -2.70819
H -3.20212 -0.13361 -2.62980
S -2.51508 -3.30412 -1.56942
C -2.30113 -2.51780 -2.99585
N -2.15195 -1.97030 -4.00103


Record-wise E_tot values, in eV: -24266.7053 -9662.9042 -198451.4635 -71172.7611